DFT (the ωB97M-V functional and the def2-TZVPD basis) results for a molecular structure, C16H10BrFN2OZr.

Each line ends with the Mulliken charge.
CARTESIAN COORDINATES (ANGSTROEM)
Zr (-0.627, -0.232, 1.179)  1.9320
Br (-3.700, 6.234, 1.094)  -0.0838
C (-2.972, 4.562, 0.711)  -0.4314
C (-3.609, 3.716, -0.201)  -0.2287
C (-3.089, 2.469, -0.514)  -0.9243
C (-1.923, 2.066, 0.099)  1.0078
O (-1.390, 0.829, -0.228)  -0.8223
C (-1.248, 2.888, 1.028)  0.0917
C (-0.005, 2.575, 1.666)  0.7307
N (0.590, 1.412, 1.643)  -0.3449
C (1.837, 1.057, 2.261)  0.7019
C (2.633, 1.899, 2.986)  -0.7946
C (3.851, 1.432, 3.525)  -1.0098
C (4.250, 0.141, 3.325)  -0.9278
C (3.437, -0.748, 2.580)  1.0282
C (3.818, -2.080, 2.308)  -0.3502
C (3.015, -2.891, 1.547)  -0.7599
C (1.806, -2.379, 1.085)  -0.0046
N (1.394, -1.135, 1.331)  -0.2712
C (2.218, -0.289, 2.056)  0.4706
C (-1.803, 4.155, 1.312)  -0.7073
H (-4.523, 4.040, -0.682)  0.4533
H (-3.569, 1.818, -1.231)  0.4671
H (0.465, 3.382, 2.224)  0.3170
H (2.360, 2.933, 3.150)  0.3387
H (4.471, 2.115, 4.089)  0.4302
H (5.191, -0.217, 3.721)  0.4448
H (4.757, -2.453, 2.699)  0.4865
H (3.283, -3.909, 1.306)  0.4285
H (1.143, -3.006, 0.498)  0.3721
H (-1.303, 4.808, 2.018)  0.4829
F (-1.549, -0.267, 2.819)  -0.5232

Results
* HOMO: -14.9 eV
* net charge: +2
* energy: -95810.23525 eV
* lowest unoccupied orbital energy: -8.43 eV

---

DFT (the ωB97M-V functional and the def2-TZVPD basis) results for a single C2H4S2 molecule.

Each line ends with the Mulliken charge.
CARTESIAN COORDINATES (ANGSTROEM)
C (-0.538, -0.514, 0.790)  -0.9195
C (0.357, -0.039, -0.271)  0.3702
S (1.398, -0.971, -1.144)  -0.2561
S (0.059, 1.563, -0.898)  -0.2042
H (-0.141, -0.323, 1.806)  0.2750
H (-1.538, 0.147, 0.879)  0.2983
H (-0.726, -1.590, 0.519)  0.2750
H (1.129, 1.727, -1.681)  0.1613

Results
* HOMO: -8.6 eV
* relative energy (zero: lowest compared OMol25 entry of this formula, charge and spin): 0.498 eV
* energy: -23808.38054 eV
* lowest unoccupied orbital energy: -0.34 eV

---

DFT (the ωB97M-V functional and the def2-TZVPD basis) results for 2 unconnected molecules or ions with the total composition CH2NO4P.

Each line ends with the Mulliken charge.
CARTESIAN COORDINATES (ANGSTROEM)
C (-0.159, 1.467, 0.247)  -0.7290
N (0.108, 0.354, -0.570)  -0.4312
O (2.330, 0.891, 2.852)  -0.6777
O (-0.023, 1.081, 3.894)  -0.6411
O (-0.743, 2.491, -0.184)  -0.3363
O (0.673, -1.079, 2.666)  -0.6581
P (0.857, 0.434, 2.902)  0.8494
H (-0.190, 0.234, -1.640)  0.2295
H (0.276, -0.439, 0.119)  0.3945

Results
* HOMO: 1.1 eV
* net charge: -2
* relative energy (zero: lowest compared OMol25 entry of this formula, charge and spin): 2.642 eV
* energy: -20038.37703 eV
* lowest unoccupied orbital energy: 7.30 eV

---

Which value of lowest unoccupied orbital energy does entry 2 give?
-0.34 eV

---

What is the formula in the third record?
CH2NO4P

---

Please write out number 3 again, unchanged.
DFT (the ωB97M-V functional and the def2-TZVPD basis) results for 2 unconnected molecules or ions with the total composition CH2NO4P.

Each line ends with the Mulliken charge.
CARTESIAN COORDINATES (ANGSTROEM)
C (-0.159, 1.467, 0.247)  -0.7290
N (0.108, 0.354, -0.570)  -0.4312
O (2.330, 0.891, 2.852)  -0.6777
O (-0.023, 1.081, 3.894)  -0.6411
O (-0.743, 2.491, -0.184)  -0.3363
O (0.673, -1.079, 2.666)  -0.6581
P (0.857, 0.434, 2.902)  0.8494
H (-0.190, 0.234, -1.640)  0.2295
H (0.276, -0.439, 0.119)  0.3945

Results
* HOMO: 1.1 eV
* net charge: -2
* relative energy (zero: lowest compared OMol25 entry of this formula, charge and spin): 2.642 eV
* energy: -20038.37703 eV
* lowest unoccupied orbital energy: 7.30 eV